Record 1
The following is a DFT calculation (ωB97M-V/def2-TZVPD) of C51H74MnN12P as an isolated structure.

Summary:
Net charge: +1
E_HOMO (spin up / spin down): -9.404 / -9.399 eV
Spin multiplicity: 6

Last column: Löwdin spin population.
Element x y z (Å)
1 Mn -0.30 0.60 -1.06  4.768
2 C 0.77 5.23 0.87  0.000
3 N -0.64 5.07 0.61  0.002
4 C -1.41 6.30 0.65  0.000
5 C -1.19 3.89 0.15  0.003
6 N -0.66 3.13 -0.76  0.024
7 C 0.23 3.83 -1.69  0.001
8 C 0.39 3.04 -2.97  0.002
9 N 1.07 1.76 -2.77  0.026
10 C 1.03 1.00 -4.02  0.002
11 C 1.50 -0.44 -3.87  0.001
12 N 0.65 -1.17 -2.94  0.021
13 C 0.60 -2.45 -3.21  0.002
14 N -0.50 -3.20 -2.88  0.000
15 C -0.42 -4.65 -2.77  0.000
16 C -1.82 -2.67 -3.17  0.000
17 N 1.59 -3.10 -3.91  0.001
18 C 2.99 -2.86 -3.67  0.000
19 C 1.29 -4.03 -4.99  0.000
20 C 2.46 1.93 -2.32  0.002
21 C 2.74 1.02 -1.13  0.003
22 N 1.88 1.36 0.00  0.020
23 C 2.41 1.95 1.02  0.003
24 N 3.75 2.39 1.09  0.001
25 C 4.73 1.50 1.71  0.000
26 C 4.29 3.29 0.10  0.000
27 N 1.69 2.23 2.14  0.001
28 C 0.31 1.85 2.31  0.004
29 C 2.28 2.79 3.35  0.000
30 N -2.40 3.57 0.72  0.001
31 C -3.50 3.12 -0.12  0.000
32 C -2.78 4.04 2.04  0.000
33 H 0.90 5.73 1.84  0.000
34 H 1.25 4.26 0.92  0.000
35 H 1.27 5.85 0.12  0.000
36 H -1.04 7.00 -0.11  0.000
37 H -2.46 6.11 0.45  0.000
38 H -1.32 6.79 1.62  0.000
39 H -0.18 4.81 -1.94  0.000
40 H 1.22 4.00 -1.25  0.000
41 H -0.61 2.83 -3.36  0.000
42 H 0.92 3.67 -3.71  0.000
43 H 0.01 0.97 -4.38  0.000
44 H 1.65 1.50 -4.79  0.001
45 H 1.42 -0.90 -4.87  0.000
46 H 2.56 -0.46 -3.61  0.000
47 H 0.60 -4.94 -2.52  0.000
48 H -1.08 -4.97 -1.97  0.000
49 H -0.72 -5.16 -3.68  0.000
50 H -1.83 -1.59 -3.01  0.000
51 H -2.10 -2.87 -4.21  0.000
52 H -2.56 -3.14 -2.53  0.000
53 H 3.47 -2.33 -4.50  0.000
54 H 3.11 -2.30 -2.75  0.000
55 H 3.50 -3.82 -3.55  0.000
56 H 0.23 -4.00 -5.24  0.000
57 H 1.86 -3.73 -5.88  0.000
58 H 1.57 -5.06 -4.74  0.000
59 H 3.17 1.71 -3.13  0.000
60 H 2.64 2.96 -2.02  0.000
61 H 2.49 -0.01 -1.40  0.001
62 H 3.81 1.05 -0.88  0.000
63 H 4.25 0.90 2.48  0.000
64 H 5.20 0.83 0.98  0.000
65 H 5.52 2.10 2.16  0.000
66 H 3.50 3.90 -0.33  0.000
67 H 5.00 3.97 0.59  0.000
68 H 4.83 2.78 -0.71  0.000
69 H -0.11 1.52 1.37  0.002
70 H 0.21 1.05 3.05  0.000
71 H -0.27 2.71 2.67  0.000
72 H 3.24 3.25 3.14  0.000
73 H 1.60 3.55 3.76  0.000
74 H 2.40 2.01 4.11  0.000
75 H -3.10 2.75 -1.06  0.000
76 H -4.05 2.32 0.37  0.000
77 H -4.19 3.95 -0.31  0.000
78 H -1.90 4.33 2.60  0.000
79 H -3.47 4.89 2.00  0.000
80 H -3.28 3.22 2.57  0.000
81 C -2.33 0.21 1.86  0.003
82 N -2.22 0.26 0.39  0.023
83 C -3.27 0.12 -0.34  0.006
84 C -3.25 0.25 -1.74  0.004
85 C -4.35 0.24 -2.61  0.004
86 C -3.85 0.51 -3.88  0.004
87 C -2.47 0.66 -3.71  0.007
88 N -2.09 0.50 -2.43  0.028
89 C -3.59 -0.39 2.46  0.001
90 C -3.67 -1.75 2.75  0.000
91 C -4.85 -2.31 3.20  0.000
92 C -5.98 -1.53 3.35  0.000
93 C -5.91 -0.17 3.09  0.000
94 C -4.72 0.40 2.66  0.000
95 H -2.23 1.23 2.23  0.000
96 H -1.46 -0.34 2.22  0.000
97 H -4.25 -0.08 0.09  0.000
98 H -5.38 0.09 -2.32  0.000
99 H -4.38 0.59 -4.81  0.000
100 H -1.76 0.87 -4.50  0.000
101 H -2.79 -2.38 2.62  0.000
102 H -4.89 -3.37 3.41  0.000
103 H -6.92 -1.97 3.67  0.000
104 H -6.79 0.46 3.21  0.000
105 H -4.67 1.46 2.47  0.000
106 C 1.45 -1.10 5.59  0.001
107 C 2.47 -0.89 4.67  0.000
108 C 2.25 -1.08 3.32  0.001
109 C 1.01 -1.51 2.84  0.002
110 C -0.01 -1.70 3.77  0.001
111 C 0.21 -1.51 5.13  0.000
112 P 0.71 -1.70 1.01  0.011
113 C 2.26 -2.64 0.61  0.001
114 C 2.35 -4.02 0.47  0.000
115 C 3.58 -4.63 0.25  0.000
116 C 4.73 -3.87 0.15  0.000
117 C 4.65 -2.49 0.27  0.000
118 C 3.43 -1.88 0.48  0.000
119 C -0.57 -3.02 1.00  0.000
120 C -0.59 -4.11 1.88  0.000
121 C -1.60 -5.05 1.80  0.000
122 C -2.62 -4.91 0.86  0.000
123 C -2.62 -3.83 0.00  0.000
124 C -1.59 -2.90 0.06  0.001
125 H 1.62 -0.95 6.65  0.000
126 H 3.45 -0.57 5.01  0.000
127 H 3.07 -0.91 2.63  0.000
128 H -0.99 -2.03 3.45  0.000
129 H -0.60 -1.68 5.82  0.000
130 H 1.47 -4.63 0.55  0.000
131 H 3.62 -5.70 0.15  0.000
132 H 5.69 -4.35 -0.01  0.000
133 H 5.55 -1.88 0.19  0.000
134 H 3.37 -0.80 0.54  0.000
135 H 0.18 -4.21 2.63  0.000
136 H -1.60 -5.89 2.49  0.000
137 H -3.41 -5.65 0.81  0.000
138 H -3.43 -3.70 -0.70  0.000
139 H -1.57 -2.06 -0.62  0.002

Record 2
The following is a DFT calculation (ωB97M-V/def2-TZVPD) of one molecule with the formula C8H11N3.

Summary:
E_HOMO: -9.671 eV
Structure (SMILES): [H]/N=C1/C=CC[C@@](N)(C#N)[C@@H]1C
Energy above the lowest of the compared OMol25 structures with the same formula, charge and spin: 42.8 kcal per mole
Spin multiplicity: 1

Last column: natural (NBO) charge in e.
Element x y z (Å)
1 H 0.46 2.54 1.86  0.327
2 N 0.45 2.63 0.78  -0.575
3 C 0.00 1.63 0.22  0.236
4 C 0.01 1.65 -1.22  -0.265
5 C 0.19 0.58 -1.90  -0.122
6 C 0.27 -0.85 -1.37  -0.445
7 C 0.62 -0.90 0.13  0.008
8 N 0.06 -2.17 0.67  -0.832
9 C 2.05 -0.77 0.27  0.251
10 N 3.20 -0.62 0.16  -0.300
11 C -0.25 0.36 1.00  -0.224
12 C -1.75 0.09 0.95  -0.629
13 H -0.16 2.68 -1.71  0.246
14 H 0.21 0.45 -2.99  0.210
15 H -0.72 -1.28 -1.61  0.237
16 H 1.01 -1.39 -1.92  0.230
17 H 0.28 -2.96 0.01  0.374
18 H 0.40 -2.38 1.67  0.376
19 H 0.12 0.35 2.02  0.222
20 H -2.13 0.03 -0.10  0.221
21 H -2.02 1.01 1.60  0.219
22 H -2.30 -0.68 1.48  0.236

Record 3
The following is a DFT calculation (ωB97M-V/def2-TZVPD) of one molecule with the formula C4H4N2O2.

Summary:
E_HOMO: -9.348 eV
Structure (SMILES): Oc1cnnc(O)c1
Energy above the lowest of the compared OMol25 structures with the same formula, charge and spin: 50.6 kcal per mole
Spin multiplicity: 1

Last column: natural (NBO) charge in e.
Element x y z (Å)
1 O 2.12 -0.85 -0.05  -0.647
2 C 1.00 -0.18 -0.04  0.332
3 C 0.92 1.26 0.00  -0.125
4 N -0.26 1.94 -0.08  -0.159
5 N -1.40 1.29 0.00  -0.273
6 C -1.37 -0.03 0.07  0.484
7 O -2.56 -0.70 -0.06  -0.654
8 C -0.22 -0.81 0.00  -0.358
9 H 2.94 -0.36 0.09  0.501
10 H 1.72 1.92 0.11  0.203
11 H -2.44 -1.66 0.07  0.480
12 H -0.44 -1.84 -0.11  0.215

Record 4
The following is a DFT calculation (ωB97M-V/def2-TZVPD) of C27H30CdN6O5S3 as an isolated structure.

Summary:
Net charge: -2
E_HOMO: -1.815 eV
Energy above the lowest of the compared OMol25 structures with the same formula, charge and spin: 10.5 kcal per mole
Spin multiplicity: 1

Last column: Mulliken charge in e.
Element x y z (Å)
1 Cd -0.16 -0.40 0.14  1.794
2 N 2.60 6.41 2.16  -0.639
3 C 1.57 5.44 2.19  1.065
4 C 1.88 4.08 2.16  -0.796
5 C 0.88 3.13 2.21  -0.150
6 C -0.44 3.53 2.31  -0.552
7 C -0.77 4.88 2.35  -0.229
8 C 0.24 5.83 2.30  -0.672
9 S -1.70 2.29 2.38  1.225
10 O -2.98 2.96 2.43  -0.748
11 O -1.35 1.42 3.47  -0.764
12 N -1.48 1.45 1.03  -0.627
13 C -1.75 1.98 -0.18  0.432
14 N -1.50 1.09 -1.18  0.532
15 C -1.65 1.50 -2.42  -0.061
16 C -2.06 2.79 -2.73  -1.381
17 C -2.29 3.62 -1.65  -0.271
18 N -2.15 3.24 -0.39  -0.486
19 H 3.44 6.07 1.72  0.235
20 H 2.31 7.29 1.77  0.217
21 H 2.92 3.77 2.08  0.319
22 H 1.13 2.07 2.18  0.368
23 H -1.81 5.16 2.40  0.463
24 H -0.01 6.89 2.33  0.272
25 H -1.43 0.77 -3.20  0.390
26 H -2.17 3.12 -3.76  0.413
27 H -2.61 4.65 -1.80  0.362
28 S 2.09 -0.33 1.17  -0.559
29 C 1.63 -1.19 2.65  0.301
30 C 2.48 -1.01 3.75  -0.661
31 C 2.26 -1.64 4.96  -0.568
32 C 1.16 -2.48 5.11  -0.497
33 C 0.31 -2.66 4.03  -0.738
34 C 0.51 -2.04 2.79  0.641
35 S -0.65 -2.42 1.52  -0.778
36 H 3.32 -0.34 3.63  0.330
37 H 2.94 -1.47 5.79  0.313
38 H 0.96 -2.97 6.05  0.304
39 H -0.56 -3.30 4.14  0.356
40 O 0.73 -2.86 -6.20  -0.626
41 C 1.71 -2.95 -5.15  -0.712
42 N 1.67 -1.81 -4.27  -0.268
43 C 2.83 -1.18 -4.16  0.078
44 O 3.92 -1.42 -4.73  -0.839
45 C 2.83 -0.02 -3.18  0.396
46 C 4.02 0.42 -2.63  -0.662
47 C 4.00 1.42 -1.67  -0.256
48 C 2.78 1.94 -1.28  -0.596
49 N 1.62 1.55 -1.81  -0.183
50 C 1.67 0.61 -2.75  -0.519
51 H -0.07 -2.53 -5.79  0.357
52 H 2.67 -3.04 -5.66  0.408
53 H 1.52 -3.87 -4.58  0.268
54 H 0.37 -1.77 -2.79  -0.132
55 H 4.94 -0.05 -2.97  0.446
56 H 4.91 1.76 -1.20  0.380
57 H 2.71 2.68 -0.49  0.279
58 H 0.72 0.30 -3.17  0.940
59 C -0.96 -3.94 -2.72  -1.505
60 C -1.45 -2.51 -2.53  1.980
61 C -2.51 -2.46 -1.43  -1.790
62 C -2.04 -1.93 -3.83  -1.853
63 O -0.35 -1.69 -2.11  0.227
64 H -1.79 -4.61 -2.94  0.453
65 H -0.47 -4.27 -1.80  0.283
66 H -0.24 -4.00 -3.54  0.193
67 H -3.41 -2.96 -1.77  0.408
68 H -2.75 -1.43 -1.19  0.303
69 H -2.15 -2.96 -0.53  0.279
70 H -2.60 -2.69 -4.38  0.385
71 H -1.24 -1.55 -4.46  0.338
72 H -2.72 -1.11 -3.60  0.387